1.
Computed, not measured: C42H52Cl2CrN4O4 as an isolated structure at a distorted geometry, with the ωB97M-V functional and the def2-TZVPD basis.

Properties
E_HOMO (alpha / beta) = -0.251 / -0.269 Ha
DFT total energy = -4116.46732 a.u.
<S²> = 6.0665
lowest unoccupied orbital energy (alpha / beta) = -1.59 / -1.86 eV
energy relative to the best compared isomer or geometry (same formula, charge and spin) = 77.74 kcal/mol
max |F| = 0.070 Eh/bohr

The geometry in ORCA input format:
```
! RIJCOSX wB97M-V def2-TZVPD def2/J DEFGRID3
* xyz 0 5
Cr -17.98 -14.98 -4.96
O -23.02 -13.64 -5.34
C -23.08 -14.02 -4.13
C -24.32 -13.92 -3.39
C -24.43 -14.48 -2.16
C -23.42 -15.30 -1.61
C -22.17 -15.38 -2.28
C -22.03 -14.72 -3.52
C -20.71 -14.74 -4.20
O -19.65 -15.29 -3.74
N -20.74 -14.23 -5.43
N -19.51 -14.29 -6.09
C -19.25 -13.73 -7.27
C -17.89 -13.93 -7.72
C -17.35 -13.28 -8.82
C -15.98 -13.26 -9.06
C -15.18 -14.04 -8.16
C -15.69 -14.55 -7.02
N -17.06 -14.55 -6.78
H -21.80 -13.77 -5.67
H -25.14 -13.34 -3.85
H -25.37 -14.20 -1.59
H -23.62 -15.89 -0.70
H -21.30 -15.89 -1.90
H -20.00 -13.15 -7.81
H -18.01 -12.67 -9.43
H -15.67 -12.82 -9.98
H -14.13 -14.22 -8.42
H -15.10 -14.94 -6.17
C -13.99 -11.76 0.70
C -13.58 -12.86 -0.33
C -12.35 -12.59 -1.21
C -13.27 -14.21 0.38
C -14.76 -13.08 -1.29
C -15.29 -14.28 -1.68
C -16.18 -14.28 -2.74
N -16.49 -15.31 -3.55
C -15.94 -16.53 -3.72
C -14.65 -16.86 -3.27
C -14.07 -18.08 -3.60
C -14.80 -18.93 -4.39
C -16.15 -18.71 -4.78
C -16.67 -17.46 -4.52
O -17.85 -17.00 -5.02
C -17.02 -19.74 -5.49
C -18.18 -19.96 -4.52
C -17.54 -19.26 -6.87
C -16.42 -21.15 -5.64
C -12.61 -18.40 -3.26
C -12.58 -19.71 -2.48
C -11.97 -17.30 -2.41
C -11.80 -18.60 -4.54
C -16.78 -13.04 -3.24
O -17.70 -13.12 -4.21
C -16.34 -11.83 -2.70
C -15.26 -11.85 -1.88
C -16.87 -10.45 -3.22
C -16.04 -9.23 -2.66
C -16.75 -10.39 -4.77
C -18.35 -10.26 -2.84
H -13.24 -11.72 1.53
H -14.07 -10.75 0.24
H -15.03 -11.99 1.07
H -11.39 -12.70 -0.65
H -12.31 -13.41 -1.94
H -12.32 -11.59 -1.75
H -12.47 -13.90 1.06
H -14.13 -14.61 0.94
H -12.93 -15.00 -0.32
H -14.96 -15.25 -1.26
H -13.98 -16.13 -2.79
H -14.40 -19.92 -4.72
H -18.71 -19.00 -4.32
H -18.93 -20.70 -4.89
H -17.76 -20.41 -3.60
H -17.74 -18.15 -6.75
H -16.76 -19.37 -7.71
H -18.51 -19.78 -7.08
H -16.29 -21.80 -4.74
H -17.06 -21.73 -6.31
H -15.45 -21.18 -6.16
H -13.28 -19.60 -1.66
H -12.89 -20.56 -3.13
H -11.54 -19.95 -2.07
H -12.45 -17.05 -1.45
H -10.98 -17.66 -2.17
H -11.86 -16.36 -2.97
H -12.47 -19.10 -5.21
H -11.53 -17.64 -4.99
H -10.84 -19.21 -4.36
H -14.69 -10.95 -1.64
H -14.96 -9.15 -3.01
H -16.56 -8.32 -2.94
H -15.93 -9.30 -1.57
H -15.66 -10.66 -5.02
H -17.36 -11.15 -5.29
H -17.01 -9.44 -5.18
H -18.55 -9.65 -1.90
H -18.85 -9.72 -3.66
H -18.74 -11.27 -2.72
Cl -19.30 -7.61 -6.49
C -20.67 -8.68 -6.25
Cl -20.45 -10.23 -7.08
H -21.55 -8.25 -6.77
H -20.82 -8.95 -5.18
*
```



2.
Computed, not measured: C42H52F3Ge2N7O2S3Ti as an isolated structure at a distorted geometry, with the ωB97M-V functional and the def2-TZVPD basis.

Properties
E_HOMO = -0.468 Ha
DFT total energy = -8662.44559 a.u.
lowest unoccupied orbital energy = -6.61 eV
energy relative to the best compared isomer or geometry (same formula, charge and spin) = 27.48 kcal/mol
max |F| = 0.042 Eh/bohr

The geometry in ORCA input format:
```
! RIJCOSX wB97M-V def2-TZVPD def2/J DEFGRID3
* xyz 2 1
Ti 0.87 -0.80 0.11
C -3.82 -1.52 4.67
C -3.14 -0.28 4.10
N -2.94 -0.41 2.67
C -1.80 -0.72 2.08
S -1.85 -1.25 0.39
N -0.68 -0.75 2.73
N 0.46 -1.11 2.11
C 1.28 -1.80 2.85
C 0.88 -2.14 4.24
C 2.52 -2.27 2.25
C 3.50 -2.98 2.95
C 4.60 -3.47 2.26
C 4.69 -3.25 0.89
C 3.69 -2.52 0.27
N 2.65 -2.03 0.93
H -3.98 -1.40 5.74
H -4.78 -1.67 4.19
H -3.20 -2.40 4.51
H -3.78 0.59 4.28
H -2.18 -0.10 4.57
H -3.79 -0.58 2.13
H -0.07 -2.67 4.21
H 1.61 -2.75 4.76
H 0.70 -1.22 4.80
H 3.43 -3.17 4.01
H 5.37 -4.02 2.77
H 5.52 -3.64 0.32
H 3.71 -2.35 -0.80
O 1.57 -4.93 0.63
C 1.60 -5.25 -0.69
C 2.09 -6.50 -1.06
C 2.08 -6.89 -2.39
C 1.60 -6.03 -3.37
C 1.20 -4.76 -3.02
C 1.19 -4.35 -1.68
C 0.83 -2.97 -1.36
O 0.44 -2.61 -0.17
N 0.96 -2.08 -2.30
N 0.67 -0.76 -1.94
C 0.22 -0.14 -3.00
S -0.06 1.56 -3.12
C -0.14 1.56 -4.96
C -0.82 0.29 -5.37
S -0.03 -1.08 -4.45
H 0.98 -4.16 0.74
H 2.46 -7.16 -0.29
H 2.43 -7.87 -2.66
H 1.56 -6.35 -4.39
H 0.87 -4.04 -3.76
H 0.89 1.62 -5.33
H -0.68 2.45 -5.26
H -0.70 0.09 -6.43
H -1.88 0.30 -5.13
C -5.18 1.65 1.18
C -5.24 0.32 0.44
Ge -3.58 -0.09 -0.66
C -4.04 -1.46 -2.08
C -2.96 -2.49 -2.36
C -2.86 1.68 -1.08
C -1.79 2.39 -0.72
Ge -0.07 1.68 0.17
C -0.18 2.42 2.09
C -1.57 2.65 2.68
C 1.44 2.87 -0.61
C 1.16 4.21 -1.27
C -1.87 3.82 -1.07
C -1.69 4.82 -0.12
C -1.99 6.14 -0.41
C -2.44 6.49 -1.67
C -2.56 5.52 -2.65
C -2.28 4.20 -2.35
H -6.08 1.80 1.77
H -5.10 2.47 0.48
H -4.32 1.71 1.86
H -6.03 0.37 -0.31
H -5.51 -0.50 1.11
H -4.31 -0.92 -2.99
H -4.94 -1.96 -1.73
H -2.02 -2.02 -2.68
H -3.28 -3.16 -3.15
H -2.75 -3.09 -1.48
H -3.66 2.22 -1.58
H 0.36 3.37 2.08
H 0.35 1.75 2.77
H -2.22 3.16 1.97
H -1.51 3.26 3.58
H -2.04 1.71 2.94
H 1.98 2.25 -1.34
H 2.14 3.04 0.22
H 0.50 4.09 -2.13
H 2.10 4.64 -1.63
H 0.71 4.91 -0.58
H -1.33 4.56 0.86
H -1.87 6.90 0.35
H -2.69 7.52 -1.89
H -2.88 5.79 -3.64
H -2.39 3.44 -3.11
F 6.73 2.48 2.12
C 6.49 2.13 0.86
F 7.45 1.28 0.48
F 6.59 3.22 0.10
C 5.12 1.49 0.69
C 4.22 1.42 1.74
C 2.97 0.87 1.50
N 2.60 0.38 0.31
C 3.48 0.46 -0.70
C 4.74 1.01 -0.55
H 4.47 1.80 2.72
H 2.23 0.85 2.29
H 3.15 0.08 -1.66
H 5.42 1.06 -1.39
*
```